{
  "formula": "C3H11N2O2",
  "method": "ωB97M-V with the def2-TZVPD basis set",
  "multiplicity": 1,
  "homo_ha": [-0.4115, -0.4549],
  "e_lumo_ev": [-3.5, -3.4],
  "total_charge": 1,
  "de_lowest_ev": 5.724,
  "total_energy_ha": -380.50353,
  "symbols": ["C", "C", "C", "N", "N", "O", "O", "H", "H", "H", "H", "H", "H", "H", "H", "H", "H", "H"],
  "positions_angstrom": [[-1.47541, 1.16190, -0.45055], [1.01668, 0.47424, 0.58608], [0.91218, -0.90803, -0.00827], [1.88050, 1.39933, -0.06216], [-0.48623, -1.45700, 0.69071], [-2.44243, 0.19100, -0.00085], [1.07418, -1.06832, -1.37367], [-1.28622, 1.98105, 0.16722], [-1.06672, 1.01659, -1.39202], [0.67432, 0.61889, 1.60505], [1.68476, -1.60025, 0.43467], [2.43038, 1.20400, -0.86543], [2.16087, 2.16172, 0.55893], [-0.36769, -1.32410, 1.69107], [-0.67206, -2.46122, 0.48243], [-1.33669, -0.84769, 0.42392], [-2.99692, 0.07639, -0.73599], [0.29649, -0.61850, -1.75114]],
  "forces_ev_per_a": [[-0.8, -1.7, 1.7], [0.5, 0.6, -2.9], [0.9, -0.8, 2.1], [-1.9, -0.4, 3.1], [0.6, -0.1, -1.4], [2.2, 1.8, 0.8], [-1.8, 0.4, 1.1], [0.0, 1.0, 0.7], [0.4, 0.0, -1.7], [0.4, 0.3, -0.2], [-0.7, 0.5, -0.3], [0.3, -0.4, -0.4], [0.1, -0.4, -0.8], [0.1, -0.3, 0.1], [0.2, 0.9, 0.2], [0.6, -0.8, -0.1], [-1.7, -0.6, -1.5], [0.5, 0.1, -0.6]]
}


{
  "formula": "C6H11NO",
  "method": "ωB97M-V with the def2-TZVPD basis set",
  "multiplicity": 1,
  "homo_ha": [-0.2834, -0.3045],
  "e_lumo_ev": [-0.2, 0.1],
  "total_charge": 0,
  "de_lowest_ev": 5.415,
  "total_energy_ha": -365.03246,
  "symbols": ["C", "C", "C", "C", "C", "C", "O", "N", "H", "H", "H", "H", "H", "H", "H", "H", "H", "H", "H"],
  "positions_angstrom": [[2.21431, -0.64680, 0.05715], [-0.41769, 0.60678, -2.06513], [-1.07625, 1.18496, 1.75622], [-0.19655, -0.85930, 0.22048], [-0.34833, 0.24237, -0.64089], [-1.24367, 0.36773, 0.49987], [-0.67342, -2.15297, 0.00307], [0.99968, -0.56925, 0.85227], [-0.17034, -2.72655, 0.59833], [-2.29135, 0.26398, 0.19147], [2.04995, -0.87707, -1.00480], [2.79035, 0.28229, 0.12581], [2.85250, -1.42654, 0.49068], [-1.46863, 0.61593, -2.38066], [-0.04296, 1.62384, -2.21968], [0.13295, -0.08770, -2.69829], [-1.64203, 0.73941, 2.57682], [-0.02549, 1.21538, 2.03818], [-1.44302, 2.20351, 1.59910]],
  "forces_ev_per_a": [[0.0, -0.3, -0.1], [0.4, 0.3, -0.1], [0.0, 0.2, -0.2], [-1.7, 0.5, -0.3], [0.0, -0.1, -0.1], [0.5, -0.8, 0.6], [0.5, -0.1, 0.1], [0.5, 0.7, 0.1], [-0.2, 0.0, 0.0], [0.1, -0.3, 0.0], [0.0, 0.0, 0.1], [-0.1, -0.1, 0.0], [0.0, 0.0, -0.1], [0.1, -0.1, 0.1], [0.0, -0.1, -0.1], [0.0, 0.0, 0.0], [0.0, 0.0, -0.1], [0.0, 0.0, 0.0], [0.0, 0.0, 0.1]]
}


{
  "formula": "C3H8N2S",
  "method": "ωB97M-V with the def2-TZVPD basis set",
  "multiplicity": 1,
  "homo_ha": -0.3042,
  "e_lumo_ev": 0.8,
  "total_charge": 0,
  "de_lowest_ev": 3.771,
  "total_energy_ha": -626.68470,
  "symbols": ["C", "C", "C", "N", "N", "S", "H", "H", "H", "H", "H", "H", "H", "H"],
  "positions_angstrom": [[-0.82992, -1.00137, 0.67103], [-1.18747, -0.42415, -0.75417], [1.85216, 0.70096, 0.50851], [0.34204, -1.70071, 0.43287], [0.01060, 0.13111, -1.34467], [1.26707, -0.81142, -0.48412], [-0.78330, 0.05923, 1.22390], [-1.69273, -1.61462, 0.98504], [-1.45755, -1.28608, -1.41424], [-1.92620, 0.35470, -0.47851], [0.95578, 1.23740, 0.76263], [2.46962, 1.09421, -0.24858], [2.42324, 0.15200, 1.41252], [0.14894, 0.13932, -2.28877]],
  "forces_ev_per_a": [[-1.5, 3.2, -1.0], [-1.2, -0.6, -0.4], [0.2, -3.9, 1.5], [2.1, -0.8, -0.3], [0.9, 0.1, 4.4], [-0.3, 0.8, 1.0], [0.1, -2.4, 0.0], [0.6, 0.3, 0.3], [-0.9, 0.8, 0.7], [0.0, -0.5, -1.2], [0.2, 0.5, 0.2], [0.9, 1.2, -0.3], [-1.2, 1.8, -2.0], [0.0, -0.5, -2.9]]
}


{
  "formula": "C34H37MoN4O4S3",
  "method": "ωB97M-V with the def2-TZVPD basis set",
  "multiplicity": 2,
  "homo_ha": [-0.2097, -0.2642],
  "e_lumo_ev": [0.3, -0.3],
  "total_charge": 0,
  "de_lowest_ev": 0.190,
  "total_energy_ha": -3100.51437,
  "symbols": ["Mo", "O", "C", "C", "C", "C", "C", "C", "C", "O", "N", "N", "C", "C", "C", "C", "C", "C", "N", "H", "H", "H", "H", "H", "H", "H", "H", "H", "H", "O", "S", "C", "C", "C", "C", "S", "O", "C", "C", "C", "C", "C", "C", "C", "C", "C", "C", "C", "C", "H", "H", "H", "H", "H", "H", "H", "H", "H", "H", "H", "H", "H", "H", "H", "H", "H", "H", "S", "C", "C", "C", "C", "C", "N", "H", "H", "H", "H", "H", "H", "H", "H", "H"],
  "positions_angstrom": [[-0.68896, -0.51356, 0.00924], [-3.50354, -4.52907, 2.37947], [-2.35033, -5.13711, 2.05723], [-2.28139, -6.52211, 2.21686], [-1.12838, -7.20954, 1.89370], [-0.01509, -6.53335, 1.40112], [-0.07855, -5.16222, 1.24562], [-1.22875, -4.44283, 1.57203], [-1.23116, -2.97769, 1.37794], [-0.13880, -2.39389, 1.00255], [-2.34841, -2.32461, 1.59692], [-2.13747, -0.96936, 1.37454], [-2.61158, -0.08862, 2.24846], [-1.89787, 1.11922, 2.32619], [-2.25822, 2.23419, 3.11918], [-1.44470, 3.32870, 3.14994], [-0.25336, 3.33439, 2.38951], [0.04187, 2.23014, 1.63378], [-0.73847, 1.13875, 1.58826], [-3.39374, -3.56601, 2.18103], [-3.15626, -7.03368, 2.59586], [-1.09706, -8.28436, 2.02283], [0.88509, -7.07338, 1.13883], [0.76426, -4.60603, 0.85495], [-3.39044, -0.37061, 2.94561], [-3.18022, 2.19990, 3.68430], [-1.70982, 4.18864, 3.75133], [0.41656, 4.18253, 2.39563], [0.93603, 2.18490, 1.02299], [2.46274, 0.58864, -3.15087], [3.27635, 1.78646, -3.50053], [4.63401, 1.85484, -2.28866], [4.19851, 1.43444, -0.88739], [4.48880, -0.04050, -0.63852], [4.01641, -0.53456, 0.72418], [2.37621, -1.27417, 0.81689], [1.46073, -0.20158, 0.23034], [2.54878, -2.51321, -0.44484], [3.06933, -3.74397, -0.06951], [3.21617, -4.72968, -1.03225], [2.83535, -4.47666, -2.34501], [2.31317, -3.24135, -2.69961], [2.15976, -2.24426, -1.74566], [2.39631, 3.22500, -2.89460], [1.30220, 3.06258, -2.06371], [0.67024, 4.19537, -1.56312], [1.12051, 5.45992, -1.91137], [2.20331, 5.60753, -2.77110], [2.84520, 4.48561, -3.26814], [5.01532, 2.87552, -2.32967], [5.40855, 1.19220, -2.68096], [3.13446, 1.63049, -0.73806], [4.73826, 2.04006, -0.15401], [5.56925, -0.20349, -0.68777], [4.04961, -0.63568, -1.43977], [4.00042, 0.25975, 1.47483], [4.65361, -1.33221, 1.11563], [3.33131, -3.93900, 0.96428], [3.61363, -5.69717, -0.75611], [2.94374, -5.25003, -3.09418], [2.02567, -3.04441, -3.72425], [1.77882, -1.26605, -2.01772], [0.95915, 2.06385, -1.81335], [-0.17565, 4.08217, -0.89836], [0.62024, 6.33637, -1.52011], [2.54207, 6.59475, -3.05687], [3.68484, 4.58901, -3.94682], [-2.45117, 2.20718, -1.28967], [-1.54003, 1.05638, -0.77081], [-1.63865, -0.97424, -3.73932], [-2.08194, -1.76594, -2.50804], [-3.56252, -1.53530, -2.20365], [-1.80389, -3.26064, -2.69323], [-1.31237, -1.33358, -1.37134], [-2.19686, -1.30527, -4.61720], [-0.57307, -1.12068, -3.92356], [-1.81673, 0.09156, -3.59360], [-4.17599, -1.89060, -3.03390], [-3.75989, -0.47393, -2.05005], [-3.84609, -2.07379, -1.29816], [-2.37324, -3.64303, -3.54277], [-2.09235, -3.81423, -1.79834], [-0.74261, -3.43224, -2.87481]],
  "forces_ev_per_a": [[-0.1, -0.2, 0.5], [0.0, 0.0, 0.0], [0.0, 0.0, 0.0], [0.0, 0.0, 0.0], [0.0, 0.0, 0.0], [0.0, 0.0, 0.0], [0.0, 0.0, 0.0], [0.0, 0.0, 0.0], [-0.1, 0.0, 0.1], [0.0, 0.2, -0.1], [0.1, 0.0, 0.0], [-0.1, 0.0, -0.1], [0.0, 0.0, 0.0], [0.0, 0.0, 0.0], [0.0, 0.0, 0.0], [0.0, 0.0, 0.0], [0.0, 0.0, 0.0], [0.0, 0.0, 0.0], [0.0, -0.1, 0.0], [0.0, 0.0, 0.0], [0.0, 0.0, 0.0], [0.0, 0.0, 0.0], [0.0, 0.0, 0.0], [-0.1, 0.0, 0.0], [0.0, 0.0, 0.0], [0.0, 0.0, 0.0], [0.0, 0.0, 0.0], [0.0, 0.0, 0.0], [0.0, 0.0, 0.0], [0.0, 0.0, 0.0], [0.0, 0.0, -0.1], [0.0, 0.1, 0.0], [0.0, 0.1, 0.0], [0.1, 0.0, 0.1], [0.0, 0.0, 0.0], [0.0, -0.2, 0.1], [-0.2, 0.3, -0.4], [0.0, -0.1, 0.0], [0.0, 0.0, 0.0], [0.0, 0.0, 0.0], [0.0, 0.0, 0.0], [0.0, 0.0, 0.0], [0.0, 0.1, 0.0], [0.1, 0.0, 0.0], [0.0, 0.0, 0.0], [0.0, 0.0, 0.0], [0.0, 0.0, 0.0], [0.0, 0.0, 0.0], [0.0, 0.0, 0.0], [0.0, 0.0, 0.0], [0.0, 0.0, 0.0], [0.0, 0.0, 0.0], [0.0, 0.0, 0.0], [0.0, 0.0, 0.0], [0.0, 0.0, 0.0], [0.0, 0.0, 0.0], [0.0, 0.0, 0.0], [0.0, 0.0, 0.0], [0.0, 0.0, 0.0], [0.0, 0.0, 0.0], [0.0, 0.0, 0.0], [0.0, -0.1, 0.0], [0.0, 0.0, 0.0], [0.0, 0.0, 0.0], [0.0, 0.0, 0.0], [0.0, 0.0, 0.0], [0.0, 0.0, 0.0], [0.0, 0.0, 0.0], [0.1, 0.1, 0.0], [0.0, 0.0, 0.0], [0.0, 0.0, 0.0], [0.0, 0.0, 0.0], [0.0, 0.0, 0.0], [0.3, 0.0, -0.1], [0.0, 0.0, 0.0], [0.0, 0.0, 0.0], [0.0, 0.0, 0.0], [0.0, 0.0, 0.0], [0.0, 0.0, 0.0], [0.0, 0.0, 0.0], [0.0, 0.0, 0.0], [0.0, 0.0, 0.0], [0.0, 0.0, 0.0]]
}


{
  "formula": "C7H14N4O",
  "method": "ωB97M-V with the def2-TZVPD basis set",
  "multiplicity": 1,
  "smiles": "[H]/N=C(/N)COC.CC1C=NN=C1",
  "homo_ha": -0.3089,
  "e_lumo_ev": 0.6,
  "total_charge": 0,
  "de_lowest_ev": 2.932,
  "total_energy_ha": -569.30628,
  "symbols": ["H", "N", "C", "N", "C", "O", "C", "H", "H", "H", "H", "H", "H", "H", "C", "C", "C", "N", "N", "C", "H", "H", "H", "H", "H", "H"],
  "positions_angstrom": [[-0.38279, 0.64795, 0.20674], [-1.19212, 1.22232, 0.52192], [-1.07863, 1.67828, 1.70406], [-2.04016, 2.49592, 2.24674], [0.05568, 1.37066, 2.67374], [0.93327, 0.50632, 2.03432], [2.01602, 0.07105, 2.80813], [-1.84670, 2.98647, 3.09061], [-2.73080, 2.90110, 1.60949], [0.56033, 2.30246, 2.92758], [-0.34964, 0.88835, 3.56920], [2.64315, 0.91708, 3.19155], [2.61929, -0.55565, 2.15507], [1.67050, -0.53444, 3.66429], [-1.01576, -2.60659, -3.06328], [0.35069, -1.96755, -2.79258], [0.60596, -1.86950, -1.31523], [0.56052, -0.65603, -0.88159], [0.42626, 0.20762, -2.01271], [0.38719, -0.50011, -3.09160], [-1.79141, -2.02262, -2.57755], [-1.05180, -3.63736, -2.67121], [-1.24448, -2.62876, -4.12633], [1.14048, -2.54022, -3.30793], [0.72947, -2.69772, -0.60170], [0.35983, -0.02344, -4.06426]],
  "forces_ev_per_a": [[-0.8, 0.5, 0.8], [0.4, 0.1, 0.2], [0.1, -0.4, -0.7], [-0.8, 0.1, -0.6], [-0.2, -0.2, -0.5], [0.3, -0.2, -0.4], [0.2, 0.3, 0.4], [0.1, 0.3, 0.3], [0.6, -0.3, 0.5], [0.1, 0.3, 0.3], [-0.1, 0.2, 0.2], [-0.4, -0.5, -0.3], [0.1, 0.0, 0.1], [0.1, 0.2, -0.1], [-0.1, -0.4, 0.1], [0.8, -0.2, 0.1], [-0.4, 0.5, 0.7], [0.4, -1.2, -0.8], [0.3, -0.1, -1.1], [-0.2, 0.3, 1.1], [-0.1, 0.0, 0.1], [0.0, 0.4, -0.2], [0.1, -0.1, -0.1], [-0.2, 0.2, 0.1], [-0.1, 0.4, -0.5], [-0.2, -0.1, 0.1]]
}


{
  "formula": "C4H8O2",
  "method": "ωB97M-V with the def2-TZVPD basis set",
  "multiplicity": 1,
  "smiles": "OC[C@H]1C[C@H]1O",
  "homo_ha": -0.3444,
  "e_lumo_ev": 0.9,
  "total_charge": 0,
  "de_lowest_ev": 2.060,
  "total_energy_ha": -307.63672,
  "symbols": ["O", "C", "C", "C", "C", "O", "H", "H", "H", "H", "H", "H", "H", "H"],
  "positions_angstrom": [[1.47643, 0.80289, -0.99974], [0.08725, 0.62505, -1.27442], [-0.75019, 0.20608, -0.07174], [-0.74893, -1.23990, 0.38653], [-0.13503, -0.19114, 1.25365], [1.23368, -0.14680, 1.50302], [1.55045, 1.53611, -0.37267], [0.05163, -0.13926, -2.05658], [-0.32547, 1.54808, -1.70405], [-1.70325, 0.72723, -0.00073], [-0.05388, -1.89796, -0.13358], [-1.68344, -1.71075, 0.67904], [-0.67939, 0.10266, 2.14703], [1.68014, -0.22228, 0.64425]],
  "forces_ev_per_a": [[0.0, 0.2, 0.1], [-0.2, -0.1, -0.1], [0.0, 0.1, -0.1], [0.0, -0.2, 0.0], [-0.3, 0.1, 0.1], [0.1, -0.1, -0.2], [0.1, -0.1, -0.2], [0.0, 0.1, 0.1], [0.1, -0.1, 0.1], [0.2, -0.1, 0.0], [-0.1, 0.1, 0.1], [0.1, 0.1, 0.0], [0.1, 0.0, -0.2], [0.0, 0.0, 0.2]]
}